1.
ORCA calculation (ωB97M-V with the def2-TZVPD basis set) on a cluster of 2 separate species, C4H6N2O in total at a distorted geometry.

Geometry (Å):
C: 0.930 -0.185 -0.824
C: 1.487 0.752 -0.059
C: -2.196 -0.257 0.840
C: -2.030 -0.832 1.978
N: 1.305 -0.264 -2.225
N: 2.275 1.455 0.569
O: -2.514 0.411 -0.080
H: 0.416 -1.031 -0.526
H: -1.714 -0.117 2.772
H: 0.829 -1.048 -2.650
H: -1.936 -1.878 1.993
H: 0.891 0.601 -2.648
H: 2.256 2.393 0.859

The value obtained for the gap between HOMO and LUMO (spin up / spin down) is 5.64 / 8.42 eV. The value obtained for the strongest force on any atom is 3.95 eV Å⁻¹. The HOMO energy (spin up / spin down) is -0.1825 / -0.3514 Ha. The lowest unoccupied orbital energy (spin up / spin down) is 0.678 / -1.144 eV. The expectation value of S² is 2.012. For the total energy, the calculation gives -9266.66903 eV. The spin multiplicity is 3. Its energy above the lowest of the compared OMol25 structures with the same formula, charge and spin is 1.499 eV.

2.
ORCA calculation (ωB97M-V with the def2-TZVPD basis set) on a cluster of 3 separate species, C6H16N2O in total at a distorted geometry.

Geometry (Å):
C: 1.934 -0.357 -0.169
C: 1.227 -1.239 -0.877
C: 2.419 -0.658 1.214
C: 2.413 0.935 -0.749
O: 0.057 1.445 1.166
H: -0.017 2.071 1.895
H: 1.048 -2.234 -0.495
H: 1.023 -1.073 -1.923
H: -0.970 -1.579 -0.849
H: 2.016 -1.595 1.588
H: 2.129 0.146 1.881
H: 3.517 -0.715 1.225
H: 2.109 1.049 -1.781
H: 3.502 1.003 -0.684
H: 2.001 1.754 -0.179
C: -3.297 0.799 -0.452
C: -2.370 -0.301 -0.025
N: -2.057 -0.396 1.209
N: -1.882 -1.090 -1.016
H: -1.459 -1.195 1.412
H: -0.710 0.838 1.257
H: -2.075 -0.836 -1.972
H: -2.728 1.573 -0.968
H: -3.769 1.240 0.420
H: -4.059 0.414 -1.128

The value obtained for the gap between HOMO and LUMO is 9.99 eV. The value obtained for the strongest force on any atom is 1.73 eV Å⁻¹. The HOMO energy is -0.3357 Ha. The lowest unoccupied orbital energy is 0.854 eV. For the total energy, the calculation gives -11508.94021 eV. Its energy above the lowest of the compared OMol25 structures with the same formula, charge and spin is 1.115 eV. Its SMILES is [H]/N=C(/C)N.C=C(C)C.O.

3.
ORCA calculation (ωB97M-V with the def2-TZVPD basis set) on the molecule C3H4O3.

Geometry (Å):
O: 1.549 1.397 -0.222
C: 0.688 -0.913 0.522
C: -0.156 -0.058 -0.042
O: 0.144 1.226 -0.407
C: -1.603 -0.380 -0.238
O: -1.998 -1.499 -0.464
H: 1.649 2.290 -0.580
H: 0.348 -1.919 0.723
H: 1.686 -0.608 0.804
H: -2.307 0.464 -0.096

The value obtained for the gap between HOMO and LUMO is 9.83 eV. The value obtained for the strongest force on any atom is 0.61 eV Å⁻¹. The HOMO energy is -0.3482 Ha. The lowest unoccupied orbital energy is 0.353 eV. For the total energy, the calculation gives -9314.20593 eV. Its energy above the lowest of the compared OMol25 structures with the same formula, charge and spin is 4.495 eV. Its SMILES is C=C(C=O)OO.

4.
ORCA calculation (ωB97M-V with the def2-TZVPD basis set) on the molecule C5H9N3O at a distorted geometry.

Geometry (Å):
C: -1.901 0.761 0.818
N: -0.541 0.579 0.336
C: 0.454 0.835 1.275
C: -0.405 -0.170 -0.833
N: 1.657 1.222 0.765
C: 0.899 -0.806 -1.117
C: 1.030 -2.118 -0.888
N: -1.414 -0.345 -1.623
O: 0.314 0.762 2.492
H: 1.617 1.824 -0.045
H: 2.309 1.518 1.481
H: -1.138 -0.939 -2.413
H: 1.706 -0.194 -1.498
H: -2.527 1.188 0.028
H: -1.933 1.431 1.683
H: -2.309 -0.214 1.106
H: 1.972 -2.622 -1.074
H: 0.210 -2.712 -0.493

The value obtained for the gap between HOMO and LUMO is 10.22 eV. The value obtained for the strongest force on any atom is 1.66 eV Å⁻¹. The HOMO energy is -0.3475 Ha. The lowest unoccupied orbital energy is 0.768 eV. For the total energy, the calculation gives -11848.42084 eV. Its energy above the lowest of the compared OMol25 structures with the same formula, charge and spin is 0.987 eV. Its SMILES is [H]/N=C(\C=C)N(C)C(N)=O.

5.
ORCA calculation (ωB97M-V with the def2-TZVPD basis set) on a structure of composition C3H10NO3 at a distorted geometry.

Geometry (Å):
C: 0.995 -0.486 1.308
C: 1.050 -1.139 -0.059
C: -0.009 -0.926 -1.024
O: -1.232 -0.788 -0.659
O: 1.450 1.742 0.203
N: -0.226 0.141 1.605
H: 1.141 0.642 0.882
H: 1.605 -0.878 2.080
H: 0.679 0.038 -0.676
H: 1.497 -2.129 -0.006
H: 0.161 -1.230 -2.054
H: -2.115 0.380 -1.171
H: -0.953 -0.053 0.918
H: -0.179 1.110 1.956
H: 2.364 1.903 -0.048
H: -3.504 0.579 -1.749
O: -2.723 1.092 -1.506

The value obtained for the gap between HOMO and LUMO is 5.32 eV. The value obtained for the strongest force on any atom is 7.46 eV Å⁻¹. The HOMO energy is -0.5144 Ha. The charge is +1. The lowest unoccupied orbital energy is -8.683 eV. For the total energy, the calculation gives -10889.37548 eV. Its energy above the lowest of the compared OMol25 structures with the same formula, charge and spin is 11.088 eV.

6.
ORCA calculation (ωB97M-V with the def2-TZVPD basis set) on a cluster of 2 separate species, C16H19N3O6 in total at a distorted geometry.

Geometry (Å):
O: -0.951 1.123 1.511
O: -2.252 -0.425 3.501
O: 1.434 -0.830 5.854
O: 0.314 -0.279 -4.110
O: 0.942 1.176 -1.255
O: 1.045 -1.807 -1.501
C: -0.371 0.696 2.514
C: -1.068 -0.116 3.555
C: 0.942 -0.369 4.838
C: -0.748 -0.861 -3.941
C: -0.225 1.027 -1.601
C: 3.202 1.873 1.961
C: 3.840 1.332 3.078
C: 1.830 1.687 1.783
C: 3.104 0.607 4.020
C: 1.077 0.942 2.707
C: 1.723 0.402 3.848
N: -0.396 -0.590 4.658
N: -0.896 2.081 -2.078
N: -1.406 -0.894 -2.780
C: -1.404 -1.575 -5.098
C: -2.303 2.137 -2.472
C: -0.847 -2.612 -0.332
C: -0.918 -0.348 -1.492
C: -0.048 -1.371 -0.733
H: 1.452 -1.017 -1.880
H: 3.768 2.437 1.225
H: 4.909 1.476 3.215
H: 1.354 2.129 0.912
H: 3.610 0.193 4.890
H: -0.894 -1.148 5.340
H: -0.352 2.926 -2.156
H: -2.260 -1.426 -2.759
H: -2.381 -1.137 -5.286
H: -0.776 -1.461 -5.981
H: -1.504 -2.632 -4.859
H: -2.931 1.698 -1.695
H: -2.449 1.600 -3.410
H: -2.604 3.176 -2.615
H: -1.699 -2.320 0.282
H: -1.194 -3.142 -1.219
H: -0.208 -3.276 0.250
H: -1.790 -0.175 -0.864
H: 0.331 -0.908 0.177

The value obtained for the gap between HOMO and LUMO is 8.03 eV. The value obtained for the strongest force on any atom is 4.16 eV Å⁻¹. The HOMO energy is -0.3508 Ha. The lowest unoccupied orbital energy is -1.519 eV. For the total energy, the calculation gives -33657.02333 eV. Its energy above the lowest of the compared OMol25 structures with the same formula, charge and spin is 0.000 eV. Its SMILES is CNC(=O)[C@@H](NC(C)=O)[C@@H](C)O.O=C1NC(=O)c2ccccc2C1=O.

7.
ORCA calculation (ωB97M-V with the def2-TZVPD basis set) on a structure of composition C21H30MnN2Si at a distorted geometry.

Geometry (Å):
C: -0.931 -0.002 3.022
C: 0.431 -0.199 2.629
C: 1.096 1.076 2.693
H: 0.893 -1.166 2.400
C: 0.155 2.065 3.128
C: -1.105 1.400 3.340
H: -2.004 1.861 3.760
H: -1.667 -0.804 3.136
H: 2.164 1.230 2.540
H: 0.372 3.121 3.345
Mn: -0.575 1.202 1.244
C: 2.605 -0.376 -4.650
H: 2.701 0.648 -4.292
H: 3.440 -0.973 -4.284
H: 1.666 -0.806 -4.306
Si: 0.612 -0.133 -0.723
C: -0.245 -1.756 -1.118
C: -0.522 -2.678 -0.091
H: -0.246 -2.452 0.949
C: -1.146 -3.895 -0.397
H: -1.343 -4.605 0.404
C: -1.512 -4.200 -1.711
H: -2.007 -5.145 -1.941
C: -1.236 -3.282 -2.731
H: -1.513 -3.513 -3.757
C: -0.606 -2.064 -2.446
H: -0.390 -1.341 -3.244
C: 2.378 -0.540 -0.231
C: 2.880 -1.851 -0.330
H: 2.255 -2.643 -0.763
C: 4.165 -2.149 0.145
H: 4.527 -3.173 0.077
C: 4.973 -1.153 0.696
H: 5.974 -1.390 1.060
C: 4.488 0.156 0.769
H: 5.105 0.946 1.195
C: 3.208 0.469 0.301
H: 2.839 1.502 0.368
H: 0.708 0.629 -2.014
H: 2.619 -0.375 -5.740
N: -1.437 3.106 -0.287
C: -2.381 3.674 0.662
C: -3.821 3.128 0.599
C: -3.938 1.606 0.491
N: -2.845 0.865 1.176
H: -1.664 2.111 -0.395
H: -1.409 3.559 -1.207
H: -1.992 3.382 1.657
H: -2.407 4.766 0.547
H: -4.361 3.478 1.498
H: -4.337 3.596 -0.260
H: -4.892 1.297 0.942
H: -3.930 1.307 -0.558
H: -3.229 0.468 2.044
H: -2.562 0.017 0.658

The value obtained for the gap between HOMO and LUMO (spin up / spin down) is 6.37 / 7.31 eV. The value obtained for the strongest force on any atom is 3.57 eV Å⁻¹. The HOMO energy (spin up / spin down) is -0.2218 / -0.2583 Ha. The lowest unoccupied orbital energy (spin up / spin down) is 0.336 / 0.278 eV. The expectation value of S² is 8.762. For the total energy, the calculation gives -64439.86675 eV. The spin multiplicity is 6. Its energy above the lowest of the compared OMol25 structures with the same formula, charge and spin is 0.000 eV.

8.
ORCA calculation (ωB97M-V with the def2-TZVPD basis set) on a cluster of 7 separate species, C46H63BN10O4P in total at a distorted geometry.

Geometry (Å):
C: 1.838 -7.917 -1.265
C: 2.176 -6.846 -0.071
P: 0.787 -5.479 -0.110
C: -0.652 -5.979 1.105
C: 1.624 -3.855 0.433
C: 1.723 -2.541 -0.536
C: 1.026 -2.602 -2.032
C: 2.082 -3.154 -3.159
C: 1.471 -2.766 -4.659
O: 0.150 -3.386 -4.917
C: -0.931 -2.374 -4.879
C: -2.166 -2.694 -3.801
O: -0.988 -1.292 -5.660
C: 2.470 -1.191 -0.044
C: 2.578 0.178 -1.000
C: 1.906 1.505 -0.306
O: 1.084 2.246 -1.096
C: 2.091 1.993 1.248
C: 3.507 2.120 2.071
C: 3.541 2.679 3.640
C: 2.153 3.115 4.456
C: 0.728 2.983 3.641
C: 0.709 2.443 2.069
N: 3.058 -1.148 1.300
N: 2.980 -2.252 2.096
C: 3.705 -1.967 3.435
N: 2.839 -1.139 4.392
C: 1.582 -1.859 4.804
C: 2.352 -3.594 1.919
B: 2.252 -4.864 2.949
N: 3.287 -5.971 3.074
O: 1.019 -4.967 3.806
H: 0.863 -8.519 -1.013
H: 1.754 -7.332 -2.284
H: 2.778 -8.649 -1.336
H: 3.189 -6.263 -0.316
H: 2.247 -7.301 1.004
H: -1.120 -5.060 1.658
H: -1.454 -6.655 0.542
H: -0.138 -6.713 1.890
H: 0.571 -1.538 -2.325
H: 0.091 -3.341 -2.037
H: 3.117 -2.652 -2.938
H: 2.254 -4.324 -3.041
H: 2.224 -3.209 -5.441
H: 1.464 -1.593 -4.790
H: -3.206 -2.375 -4.253
H: -1.994 -2.146 -2.768
H: -2.160 -3.851 -3.580
H: 3.748 0.348 -1.136
H: 2.128 -0.019 -2.064
H: 4.528 1.843 1.528
H: 4.548 2.795 4.266
H: 2.141 3.522 5.557
H: -0.304 3.290 4.147
H: -0.337 2.405 1.543
H: 4.633 -1.243 3.212
H: 4.194 -2.904 3.921
H: 2.651 -0.204 3.958
H: 0.923 -2.262 3.910
H: 1.769 -2.740 5.584
H: 0.911 -1.069 5.395
H: 3.990 -5.757 3.819
H: 3.786 -6.118 2.168
H: 1.223 -5.623 4.556
N: 4.219 5.641 1.344
C: 4.164 6.597 0.363
C: 4.744 7.745 0.853
C: 5.170 7.471 2.175
C: 4.836 6.164 2.451
H: 3.862 4.698 1.264
H: 3.715 6.378 -0.597
H: 4.850 8.679 0.317
H: 5.668 8.153 2.852
H: 4.983 5.563 3.339
N: 2.449 8.714 3.112
C: 2.345 9.908 3.778
C: 1.098 9.962 4.361
C: 0.430 8.756 4.040
C: 1.288 8.003 3.271
H: 3.257 8.406 2.587
H: 3.163 10.615 3.779
H: 0.712 10.781 4.954
H: -0.570 8.468 4.338
H: 1.172 7.025 2.822
N: -5.974 -1.433 -3.617
C: -6.469 -1.127 -2.376
C: -7.630 -1.843 -2.192
C: -7.841 -2.612 -3.362
C: -6.801 -2.342 -4.223
H: -5.130 -1.048 -4.021
H: -5.954 -0.427 -1.732
H: -8.258 -1.816 -1.311
H: -8.661 -3.291 -3.554
H: -6.581 -2.716 -5.214
N: -3.497 -1.911 -7.748
C: -4.242 -3.031 -8.012
C: -4.853 -2.857 -9.234
C: -4.458 -1.590 -9.727
C: -3.618 -1.029 -8.791
H: -2.943 -1.760 -6.915
H: -4.274 -3.853 -7.310
H: -5.511 -3.566 -9.719
H: -4.754 -1.136 -10.664
H: -3.100 -0.080 -8.776
N: 4.662 11.199 7.470
C: 4.168 11.505 8.711
C: 3.006 10.789 8.895
C: 2.796 10.019 7.725
C: 3.835 10.290 6.864
H: 5.506 11.583 7.066
H: 4.682 12.205 9.355
H: 2.378 10.816 9.776
H: 1.975 9.341 7.533
H: 4.055 9.916 5.873
N: -9.291 -6.268 -3.589
C: -10.188 -7.205 -4.033
C: -9.601 -7.898 -5.069
C: -8.303 -7.364 -5.252
C: -8.137 -6.361 -4.323
H: -9.455 -5.611 -2.837
H: -11.164 -7.297 -3.576
H: -10.058 -8.702 -5.631
H: -7.569 -7.677 -5.982
H: -7.300 -5.706 -4.123

The value obtained for the gap between HOMO and LUMO is 4.19 eV. The value obtained for the strongest force on any atom is 8.61 eV Å⁻¹. The HOMO energy is -0.3281 Ha. The charge is +1. The lowest unoccupied orbital energy is -4.737 eV. For the total energy, the calculation gives -81753.37114 eV.

Q: Which value of strongest force on any atom does entry 7 give?
A: 3.57 eV Å⁻¹